No. 1
DFT (ωB97M-V/def2-TZVPD) results for a 2-piece molecular cluster, C4H3N2OS overall at a distorted geometry.

The calculation puts the energy above the lowest of the compared OMol25 structures with the same formula, charge and spin at 35.9 kcal per mole. As for the largest force on an atom: 0.071 hartree/bohr. Its net charge is -1. Its LUMO energy is 3.82 eV.

XYZ file:
```
11
Properties=species:S:1:pos:R:3:forces:R:3
S 3.680258 -0.935258 0.416545 1.653 -0.638 0.605
O 2.032653 1.151684 0.124075 -0.337 -1.182 -0.375
N 0.168882 0.262277 -0.722324 -0.608 -0.302 -0.172
N -1.711476 -1.528230 -0.044506 0.148 -1.288 -0.816
C 2.233002 -0.254376 0.073683 -1.871 0.573 -0.637
C -2.178432 -2.500445 0.436431 0.559 1.680 -0.636
C 1.024283 -0.747761 -0.401028 1.805 -3.194 0.085
C 0.794339 1.322603 -0.381223 1.199 -0.835 0.392
H 0.843335 -1.908701 -0.541981 0.195 2.928 0.194
H -1.056666 -0.920579 -0.687014 -1.515 -0.296 1.662
H 0.519985 2.299019 -0.408581 -1.227 2.554 -0.303
```
Positions in Å, forces in eV/Å.

---

No. 2
DFT (ωB97M-V/def2-TZVPD) results for C14H34BCl2N2NbO2 as an isolated structure at a distorted geometry.

As for the largest force on an atom: 0.060 hartree/bohr. Its net charge is 0. Its LUMO energy is -0.41 eV.

XYZ file:
```
56
Properties=species:S:1:pos:R:3:forces:R:3
Nb -2.762056 -0.884413 2.171034 -2.887 -0.204 -1.027
Cl 0.225797 -1.330559 0.479375 -0.078 -0.467 0.077
Cl 0.015470 1.683702 2.044362 0.107 0.343 -0.025
O -7.204581 -1.333132 2.805759 0.088 -0.126 0.834
O -5.418967 -2.160747 4.070744 -0.497 -0.700 -0.340
N -2.130342 -4.603459 2.552454 -0.061 -0.035 0.004
N 2.744200 1.407622 -2.062101 -0.144 0.129 0.117
C -0.435964 -1.024613 2.154017 -0.314 1.053 0.260
C 4.209295 0.762787 -4.092579 -0.111 0.021 -0.317
C -4.918502 -0.343683 2.241757 0.898 0.148 0.264
C 3.126367 0.372600 -3.083928 0.268 -0.038 0.097
C 0.401927 0.075709 2.755012 0.305 -0.663 0.151
C 3.683916 1.110004 -5.488542 0.044 0.009 0.063
C 0.623645 2.388476 -2.638895 0.147 -0.094 0.100
C -2.994517 -2.894133 1.091093 0.964 -0.490 0.709
C 2.120144 2.631668 -2.708899 -0.051 0.003 -0.251
C 0.344211 0.092867 4.274219 -0.153 -0.134 -0.353
C 1.639870 0.814281 -1.162072 -0.112 0.163 0.007
C 0.488841 1.790310 -1.245530 -0.369 0.031 -0.074
C 3.899212 1.776295 -1.201183 0.057 -0.002 -0.104
C -1.989897 -3.886634 1.504951 -0.184 -0.443 0.287
B -5.839278 -1.333395 3.071450 0.043 0.181 -0.326
H 4.190710 0.904473 -0.622545 0.065 -0.026 -0.018
H -5.339193 -0.188604 1.249422 -0.016 0.015 -0.249
H -0.228572 -1.906445 2.755702 0.103 -0.377 -0.197
H 3.062680 0.305665 -5.882731 -0.017 -0.014 0.005
H -2.666487 -1.848674 3.739744 0.700 0.083 -0.063
H -1.333923 -5.222482 2.668668 0.060 -0.048 0.014
H 2.511428 2.754086 -3.713574 0.134 -0.003 0.049
H -0.463079 1.292469 -1.073484 0.017 -0.058 0.109
H 4.730918 2.116376 -1.809434 0.001 0.068 0.000
H -4.996925 0.622706 2.750794 0.039 0.170 0.105
H 0.051872 3.303221 -2.775785 0.044 0.038 -0.009
H -3.956817 -3.305585 1.392312 -0.366 0.221 -0.004
H 0.592742 2.557206 -0.479403 -0.015 0.054 -0.030
H 2.401411 3.493463 -2.108700 -0.009 0.027 0.027
H 2.020022 0.699323 -0.152346 0.055 -0.079 -0.055
H 1.439965 -0.101979 2.482018 0.216 0.268 -0.170
H 2.207063 0.096503 -3.597615 -0.040 -0.016 0.018
H 4.869645 -0.097913 -4.199012 0.050 0.002 0.081
H -4.642311 -2.682699 3.847303 0.542 0.277 0.367
H 3.584679 2.573782 -0.534550 -0.023 -0.047 0.093
H -2.523784 0.033875 0.593416 0.627 0.149 -0.130
H 4.518276 1.248472 -6.174522 -0.001 0.000 -0.021
H 1.029987 -0.671363 4.627280 0.178 -0.061 0.181
H 3.097083 2.028213 -5.508008 -0.031 -0.015 0.000
H 1.380385 -0.163096 -1.557591 0.067 0.033 -0.025
H -7.507529 -0.427849 2.788242 -0.274 0.279 -0.558
H 4.839158 1.575182 -3.730637 -0.017 0.001 0.082
H 3.451099 -0.481809 -2.491624 -0.073 -0.066 -0.013
H -0.643808 -0.163618 4.634350 -0.265 0.179 0.060
H 0.647758 1.065222 4.636661 0.066 0.129 0.255
H -1.105642 -4.019820 0.881148 0.156 0.259 -0.202
H -2.415690 0.575127 3.221062 0.232 -0.487 0.337
H -2.940647 -2.750222 0.015082 -0.165 0.345 -0.163
H 0.308733 1.675240 -3.404144 -0.004 0.017 -0.029
```
Positions in Å, forces in eV/Å.

---

No. 3
DFT (ωB97M-V/def2-TZVPD) results for C18H23N8OSbSe4Ti as an isolated structure at a distorted geometry.

The calculation puts the energy above the lowest of the compared OMol25 structures with the same formula, charge and spin at 0.0 kcal per mole. As for the expectation value of S²: 2.0367. As for the largest force on an atom: 0.043 hartree/bohr. Its net charge is -2. Its multiplicity is 3. Its LUMO energy (alpha / beta) is 4.06 / 4.04 eV.

XYZ file:
```
56
Properties=species:S:1:pos:R:3:forces:R:3
Sb -4.108963 -2.337377 0.567322 -0.547 -0.273 0.541
Se -4.632518 -0.603323 2.300314 -0.148 -0.217 -0.461
Se -5.874783 -2.768351 -1.069600 0.139 0.157 0.119
Se -3.521019 -4.437578 1.886123 0.262 0.379 -0.406
Se -1.181230 -1.912480 -2.895737 0.763 -0.207 0.020
Ti -0.046195 -0.547327 -1.403367 0.330 -1.065 -0.609
O 2.040046 -0.548768 -1.871505 0.188 -0.069 -0.143
N 1.918524 1.598796 -1.176648 0.640 -0.061 0.138
N 0.868761 -2.262559 -0.330986 0.408 -0.338 -1.618
N -1.112050 -0.902220 2.798027 -0.661 0.499 1.534
N -0.761160 -0.306358 0.561346 0.200 -0.690 -0.223
N -1.843843 0.780828 -1.751757 0.409 0.217 0.406
N -0.425332 -4.239458 -0.283449 -0.891 -0.578 0.725
N 0.570386 1.347860 -1.334778 1.209 -0.016 -0.314
N -0.753847 -2.568251 1.239884 -0.423 1.723 1.349
C 2.629474 0.531517 -1.478194 -1.439 0.831 0.098
C -3.969061 2.511967 -1.240640 -0.325 0.320 0.457
C -1.482037 -1.904836 3.827528 -0.055 0.316 -0.349
C 4.106706 0.669370 -1.320607 0.296 0.237 0.577
C -0.852434 -1.177394 1.526924 -0.215 -1.120 -0.352
C -4.177963 1.159658 -1.531536 -0.419 -0.121 -0.321
C 6.001996 1.793180 -0.282315 0.700 -0.027 -0.157
C -0.240935 2.378856 -1.156496 -0.428 -0.382 -0.035
C -1.604739 2.070449 -1.372615 -1.009 0.608 0.004
C -0.069852 -3.006647 0.169079 -0.192 -0.464 -0.230
C 4.996074 -0.262553 -1.830555 -1.130 -0.169 -0.090
C 0.230804 3.619937 -0.550117 0.385 1.524 0.139
C 6.350899 -0.179194 -1.607918 1.011 0.513 -0.152
C 6.899874 0.875989 -0.858633 -0.815 -0.197 0.093
C -1.476263 0.468536 3.216978 0.947 -0.650 -0.794
C 4.657309 1.699394 -0.536788 -0.914 -0.235 0.019
C -3.116369 0.359400 -1.856871 0.497 0.448 0.423
C -2.696456 2.991841 -1.172798 1.349 -0.141 0.014
H 6.307303 2.605437 0.386235 0.274 -0.356 -0.340
H 4.529212 -1.063825 -2.383038 0.277 -0.284 -0.183
H 1.241467 3.931507 -0.867347 -0.471 -0.396 0.050
H 0.247964 3.541214 0.545217 0.086 -0.042 -0.027
H -0.456032 4.430668 -0.792282 0.021 0.119 0.063
H -2.544854 0.618370 3.161039 -0.340 -0.055 -0.075
H -1.534575 -3.122432 1.661204 0.285 -0.222 -0.641
H 7.966829 0.971652 -0.689342 -0.066 -0.129 -0.046
H 6.979247 -0.918819 -2.101909 0.105 0.143 0.292
H -0.501388 -4.210173 -1.285882 0.140 -0.075 -0.601
H -1.305022 -2.923683 3.478251 0.010 0.294 0.312
H -4.776794 3.201540 -0.980713 0.013 -0.425 -0.216
H -3.244807 -0.668187 -2.150207 -0.110 -0.128 -0.013
H -2.482780 4.039298 -0.907960 -0.188 -0.652 -0.165
H 3.990071 2.397997 -0.056597 -0.176 0.068 -0.091
H -1.112198 0.612169 4.223137 0.132 0.057 0.338
H 1.315174 -2.735343 -1.159034 -0.571 0.542 1.204
H -1.330607 -4.567260 0.127331 0.789 0.243 -0.287
H -0.917509 -1.694926 4.748853 0.012 -0.070 -0.307
H -5.134547 0.670674 -1.508048 -0.408 0.162 -0.025
H -2.556971 -1.788679 4.028622 0.213 -0.133 -0.109
H -0.957589 1.154059 2.550787 -0.023 0.281 0.228
H -1.045418 0.625837 0.792051 -0.128 0.306 0.236
```
Positions in Å, forces in eV/Å.

---

No. 4
DFT (ωB97M-V/def2-TZVPD) results for C4H6N2 in the gas phase at a distorted geometry.

The calculation puts the energy above the lowest of the compared OMol25 structures with the same formula, charge and spin at 49.1 kcal per mole. As for the largest force on an atom: 0.040 hartree/bohr. Its SMILES is C[C@@]1(C#N)CN1. Its net charge is 0. Its LUMO energy is 0.90 eV.

XYZ file:
```
12
Properties=species:S:1:pos:R:3:forces:R:3
N 0.723183 -0.747600 1.037075 0.650 0.759 0.227
N -0.497139 -1.440156 -2.389690 0.187 0.362 1.133
C -1.263161 0.604234 0.344055 -0.112 -0.045 0.019
C -0.102360 -0.278643 -0.079389 -0.064 0.301 -0.141
C 1.217088 0.324893 0.150541 0.269 0.639 -0.171
C -0.310936 -0.979657 -1.343629 0.010 -0.476 -0.745
H -2.220663 0.084433 0.386941 0.104 -0.076 -0.005
H 1.972211 0.033125 -0.582332 0.042 0.226 0.372
H 1.530009 -1.329299 0.894850 -0.789 -1.865 -0.322
H -1.041465 1.025597 1.329061 -0.018 -0.115 -0.174
H -1.336566 1.422301 -0.380810 -0.116 -0.132 0.128
H 1.329799 1.280771 0.633328 -0.164 0.421 -0.322
```
Positions in Å, forces in eV/Å.